Molecular formula: C19H41ClFNO8PS4
Method: DFT, ωB97M-V with the def2-TZVPD basis set

XYZ file:
```
76
Properties=species:S:1:pos:R:3:forces:R:3
Cl -1.54554 -2.35806 -5.92232 -0.43 1.00 0.19
S -0.27323 1.77755 3.17056 0.27 0.15 0.63
S 5.09842 -1.59984 -3.49093 0.79 -0.30 0.23
S -2.21428 -1.49124 7.20085 -0.21 -0.13 0.00
S -3.38900 1.57624 -2.55371 -0.15 0.19 0.70
P 0.88113 0.06367 -5.93998 0.88 -0.11 1.05
F 1.76488 1.38788 -6.39186 -1.60 -2.60 0.86
O -1.46419 -1.11049 6.02283 0.01 -0.35 0.34
O -1.77271 -2.54422 8.08257 0.18 0.19 -0.32
O -3.68302 0.28226 -3.14157 -0.06 0.47 -0.11
O -0.26080 3.21950 3.06762 -0.35 -0.23 -0.37
O -1.30343 0.97290 2.54973 -0.05 0.31 -0.22
O -3.51010 2.80235 -3.30770 0.07 -0.42 -0.35
O 5.03897 -2.63211 -2.48758 -0.40 0.39 -0.17
O 4.09181 -0.55521 -3.58033 -0.30 -0.05 0.07
N 1.77564 -1.11925 -5.06844 -0.48 2.26 -1.86
C 6.67869 -1.94891 -5.60448 0.14 0.13 -0.18
C -4.73431 -1.13827 7.81433 -0.02 0.00 0.15
C 0.85502 0.17216 4.90330 0.11 -0.11 -0.22
C -4.29803 1.75038 -1.02245 -0.27 0.02 0.43
C -0.15054 1.31625 4.88897 0.07 -0.12 0.34
C 7.55793 -1.68794 -4.37914 0.01 -0.20 -0.01
C -2.55856 -0.03190 8.18060 -0.12 0.46 0.25
C -3.90501 -1.81637 6.73071 -0.45 -0.06 -0.06
C -2.59602 -0.89113 -5.50027 0.15 1.03 0.12
C 1.32463 1.13648 2.67881 0.50 -0.19 -0.20
C 6.71250 -0.84288 -3.43400 0.36 0.24 -0.03
C 1.97903 0.59849 3.95386 0.15 0.03 0.20
C -1.88268 0.45561 -5.95099 0.25 -1.12 -0.10
C -1.94108 2.22546 -0.46996 -0.02 0.21 0.09
C -0.60898 0.67997 -5.00869 -0.47 0.38 0.12
C -4.06498 0.21575 8.06419 -0.15 0.11 -0.04
C -1.76496 1.52413 -1.81033 0.35 -0.02 0.17
C -3.25904 1.70288 0.10196 0.09 -0.17 0.12
C 5.29817 -2.37191 -5.09575 0.01 -0.20 -0.47
H 7.81699 -2.63725 -3.90166 0.01 0.09 0.01
H -5.02037 0.93909 -0.93907 0.00 0.08 -0.21
H 7.10855 -2.71152 -6.25523 -0.07 0.05 0.04
H 2.57311 1.38816 4.42347 -0.03 -0.03 -0.06
H -4.07242 -2.89061 6.66947 0.20 0.03 -0.03
H 2.61467 -0.69432 -4.62047 -0.28 -0.31 0.51
H 6.58958 -1.02989 -6.19110 0.01 -0.05 0.04
H -4.45449 0.69947 8.96120 0.05 -0.02 -0.07
H -3.57824 -1.00188 -6.03536 1.07 -0.08 0.70
H -3.12601 0.67109 0.43790 0.03 0.10 0.02
H -0.47858 1.75906 -4.69823 0.06 -1.08 -0.68
H -2.26541 -0.24088 9.20971 0.07 -0.10 -0.12
H -3.58420 2.28699 0.96307 0.04 -0.07 -0.06
H -1.52084 0.32768 -7.01408 -0.71 0.35 0.94
H 7.08394 -0.83978 -2.41042 -0.22 -0.01 0.02
H -2.61726 1.30349 -5.91239 0.84 -0.75 0.18
H 6.61420 0.18039 -3.80156 -0.06 -0.05 0.05
H 8.48532 -1.18111 -4.64721 -0.07 -0.02 0.05
H -4.71292 -1.73544 8.73058 -0.02 -0.01 -0.08
H -0.79200 0.10692 -4.04612 0.75 0.40 -1.24
H -5.77553 -1.02528 7.50962 0.07 -0.03 0.02
H -2.00598 3.30729 -0.61933 0.06 -0.06 -0.04
H 0.38641 -0.74259 4.53422 -0.02 0.09 0.12
H -1.49470 0.47444 -1.67182 -0.06 0.02 -0.01
H -1.10429 2.02704 0.19885 -0.10 0.00 -0.03
H 2.11153 -1.87419 -5.67675 -0.35 0.28 0.11
H 1.15982 0.34350 1.94816 -0.11 0.07 0.04
H 1.91174 1.93780 2.23096 -0.21 0.02 -0.06
H 0.22816 2.18056 5.43841 -0.03 0.04 -0.14
H -4.81720 2.70893 -1.04739 0.06 -0.05 -0.19
H 1.22632 -0.02246 5.90966 -0.08 -0.02 -0.06
H -1.04313 2.01549 -2.46030 -0.12 0.02 -0.06
H -1.12952 1.03036 5.26668 0.01 0.03 -0.18
H 2.65391 -0.22933 3.73034 -0.04 0.07 -0.01
H -1.98067 0.80691 7.79340 0.11 -0.16 0.03
H -4.26469 0.88195 7.21959 0.01 -0.05 0.05
H 0.43982 -0.56370 -7.14337 0.37 0.54 0.55
H 5.23477 -3.45192 -4.95930 -0.07 0.09 0.14
H -4.07497 -1.35304 5.75698 0.09 -0.03 0.03
H -2.70533 -0.83693 -4.37030 -0.09 -0.53 -1.81
H 4.50363 -2.03459 -5.76115 -0.01 -0.05 0.10
```
Forces are in eV/Å.

## Properties
Molar mass = 625.23 g/mol
Charge = +1
2S+1 = 1
Largest force on an atom = 0.06171 Eh/bohr
HOMO level = -11.955 eV
E_tot = -3899.14748 Ha